(a)
Here is a cluster of 2 separate species, C6H14O in total from the OMol25 dataset. Energies are from ωB97M-V/def2-TZVPD.

Last column: natural (NBO) charge in e.
Positions of all 21 atoms, in Å:
C  1.686  0.609  0.058  -0.6293
C  0.876  -0.507  0.735  -0.4450
C  -0.457  -0.014  1.259  0.0515
C  -0.683  0.096  2.557  -0.4156
C  -1.525  0.480  0.286  -0.4494
C  -1.614  -0.280  -1.030  -0.6107
H  2.193  1.352  0.691  0.2182
H  1.019  1.199  -0.568  0.1981
H  2.602  0.154  -0.341  0.2196
H  0.656  -1.311  0.028  0.2185
H  1.421  -0.831  1.561  0.2109
H  -0.008  -0.186  3.352  0.1945
H  -1.640  0.479  2.899  0.1870
H  -1.402  1.552  0.162  0.2121
H  -2.475  0.321  0.804  0.2139
H  -0.989  0.109  -1.832  0.1987
H  -2.616  -0.236  -1.419  0.2156
H  -1.384  -1.320  -0.905  0.2110
H  2.069  -0.680  -3.217  0.4673
H  1.056  -0.115  -2.249  0.4702
O  1.215  -0.870  -2.829  -0.9372

The calculation puts the HOMO energy at -0.3407 Eh. The LUMO energy is 0.89 eV. The value obtained for the molar mass is 102.2 g/mol. The SMILES is C=C(CC)CC.O. Its spin multiplicity is 1. Its net charge is 0.

***

(b)
Here is a cluster of 2 separate species, C6H14O in total from the OMol25 dataset. Energies are from ωB97M-V/def2-TZVPD.

Last column: natural (NBO) charge in e.
Positions of all 21 atoms, in Å:
C  -2.663  -0.193  -0.273  -0.6179
C  -1.136  -0.304  -0.492  -0.4032
C  -0.408  -1.429  0.236  -0.3832
C  1.150  -1.423  0.132  -0.4388
C  2.370  0.731  0.350  -0.4507
C  1.835  -0.346  0.924  -0.1487
H  -3.014  0.394  -1.152  0.2081
H  -3.183  -1.135  -0.478  0.2062
H  -3.099  0.389  0.540  0.2180
H  -0.689  0.691  -0.415  0.1984
H  -0.984  -0.611  -1.532  0.1929
H  -0.708  -1.571  1.288  0.1967
H  -0.734  -2.350  -0.270  0.1997
H  1.557  -2.285  0.670  0.2139
H  1.397  -1.384  -0.911  0.2007
H  2.416  0.670  -0.734  0.1967
H  2.903  1.499  0.932  0.2159
H  1.782  -0.549  1.983  0.1939
H  0.500  2.387  0.250  0.4991
H  0.340  3.540  -0.986  0.4908
O  0.367  3.281  -0.064  -0.9885

The calculation puts the HOMO energy at -0.3591 Eh. The LUMO energy is 1.03 eV. The value obtained for the molar mass is 102.2 g/mol. The SMILES is C=CCCCC.O. Its spin multiplicity is 1. Its net charge is 0.

***

Which is the most stable structure? (a) is the most stable.

***

(a)
Here is the molecule C4H5FOS from the OMol25 dataset. Energies are from ωB97M-V/def2-TZVPD.

Last column: natural (NBO) charge in e.
Positions of all 12 atoms, in Å:
C  -1.841  -0.299  -0.098  -0.2531
C  0.479  -0.109  0.050  0.1504
C  0.497  1.210  -0.150  0.1553
C  1.747  -0.889  0.275  -0.3355
H  -1.903  0.526  -0.767  0.1778
H  -2.089  -0.068  0.987  0.1905
H  -2.497  -1.125  -0.455  0.2038
H  -0.232  1.823  -0.649  0.1760
H  1.625  -1.657  1.048  0.2014
O  -0.563  -0.883  -0.145  -0.4849
F  1.570  1.996  0.130  -0.3315
S  3.205  -0.523  -0.223  0.1497

The calculation puts the HOMO energy at -0.3238 Eh. The LUMO energy is -0.61 eV. The value obtained for the molar mass is 120.1 g/mol. The SMILES is CO/C(C=S)=C/F. Its spin multiplicity is 1. Its net charge is 0.

***

(b)
Here is the molecule C4H5FOS from the OMol25 dataset. Energies are from ωB97M-V/def2-TZVPD.

Last column: natural (NBO) charge in e.
Positions of all 12 atoms, in Å:
C  1.431  -0.749  1.025  -0.2622
C  -0.561  0.236  -0.160  0.1223
C  0.003  -0.024  -1.365  0.2219
C  -1.823  0.966  0.129  -0.3494
H  2.169  -0.458  0.088  0.1683
H  1.116  -1.831  0.814  0.1768
H  1.948  -0.677  2.087  0.2188
H  0.887  -0.686  -1.659  0.1972
H  -1.901  1.175  1.258  0.2262
O  0.245  0.010  1.081  -0.5254
F  -0.642  0.291  -2.495  -0.3120
S  -2.871  1.747  -0.803  0.1176

The calculation puts the HOMO energy at -0.3247 Eh. The LUMO energy is -0.87 eV. The value obtained for the molar mass is 120.1 g/mol. The SMILES is CO/C(C=S)=C/F. Its spin multiplicity is 1. Its net charge is 0.

***

Which is the most stable structure? (a) is the most stable.

***

(a)
Here is the molecule C4H5FOS from the OMol25 dataset. Energies are from ωB97M-V/def2-TZVPD.

Last column: natural (NBO) charge in e.
Positions of all 12 atoms, in Å:
C  -0.720  -0.950  -1.107  -0.6497
C  -0.111  0.295  -0.400  0.2196
C  1.375  -0.433  1.328  0.0333
C  -0.601  1.565  -0.113  0.1675
H  -0.083  -1.387  -1.802  0.2341
H  -1.766  -0.714  -1.555  0.2327
H  -0.967  -1.639  -0.167  0.2239
H  0.603  -0.286  2.102  0.1988
H  0.089  2.368  0.374  0.1899
O  1.108  -0.053  0.042  -0.4946
F  -1.855  2.107  -0.387  -0.3342
S  2.927  -0.873  1.685  -0.0214

The calculation puts the HOMO energy at -0.3378 Eh. The LUMO energy is -0.15 eV. The value obtained for the molar mass is 120.1 g/mol. The SMILES is C/C(=C\F)OC=S. Its spin multiplicity is 1. Its net charge is 0.

***

(b)
Here is the molecule C4H5FOS from the OMol25 dataset. Energies are from ωB97M-V/def2-TZVPD.

Last column: natural (NBO) charge in e.
Positions of all 12 atoms, in Å:
C  1.111  0.333  -0.647  0.1866
C  1.084  -0.019  0.826  -0.4630
C  0.503  -0.947  -0.246  -0.3923
C  -2.174  0.325  0.083  0.2657
H  2.071  0.350  -1.185  0.1857
H  2.010  -0.340  1.324  0.2270
H  0.374  0.508  1.464  0.2636
H  1.018  -1.865  -0.499  0.2497
H  -3.050  0.430  -0.580  0.1429
O  -1.931  0.996  1.039  -0.5193
F  0.284  1.338  -1.091  -0.3418
S  -1.299  -1.109  -0.489  0.1952

The calculation puts the HOMO energy at -0.3458 Eh. The LUMO energy is 0.67 eV. The value obtained for the molar mass is 120.1 g/mol. The SMILES is O=CS[C@@H]1C[C@@H]1F. Its spin multiplicity is 1. Its net charge is 0.

***

Which is the most stable structure? (b) is the most stable.

***

(a)
Here is a cluster of 2 separate species, C10H15N in total from the OMol25 dataset. Energies are from ωB97M-V/def2-TZVPD.

Last column: natural (NBO) charge in e.
Positions of all 26 atoms, in Å:
C  0.622  0.542  -3.194  -0.3191
C  1.781  0.136  -2.472  -0.2732
C  -0.480  0.213  -2.384  -0.0488
C  1.413  -0.310  -1.249  -0.0960
C  0.179  -2.627  0.831  -0.4364
C  -0.817  -1.766  0.620  -0.2146
C  -1.030  0.690  2.557  -0.6732
C  0.162  1.890  0.716  -0.6606
C  -0.832  -0.571  -0.136  -0.0266
C  -0.061  0.578  1.431  -0.0987
N  -0.019  -0.266  -1.200  -0.3653
H  0.662  1.167  -4.150  0.2290
H  2.764  0.332  -2.954  0.2267
H  -1.544  0.460  -2.629  0.2203
H  1.953  -0.647  -0.455  0.2076
H  -0.038  -3.561  1.390  0.2074
H  1.174  -2.435  0.486  0.1892
H  -1.755  -2.006  1.067  0.2095
H  -0.528  1.257  3.453  0.2222
H  -1.202  -0.356  3.037  0.2156
H  -2.107  0.929  2.379  0.2264
H  -0.808  2.183  0.286  0.2128
H  0.963  1.711  -0.078  0.2303
H  0.582  2.645  1.382  0.2143
H  -1.796  -0.152  -0.349  0.2105
H  0.763  -0.034  1.616  0.1907

The calculation puts the HOMO energy at -0.2863 Eh. The LUMO energy is 0.97 eV. The value obtained for the molar mass is 149.2 g/mol. Its spin multiplicity is 1. Its net charge is 0.

***

(b)
Here is a structure of composition C10H15N from the OMol25 dataset. Energies are from ωB97M-V/def2-TZVPD.

Last column: natural (NBO) charge in e.
Positions of all 26 atoms, in Å:
C  -3.337  0.817  -0.611  -0.2844
C  -3.661  -0.552  -0.543  -0.2836
C  -2.127  1.004  0.045  -0.0746
C  -2.650  -1.195  0.148  -0.0744
C  0.469  0.601  1.383  -0.4168
C  1.432  0.586  0.284  -0.2492
C  0.776  -0.681  -0.455  -0.1543
C  -0.452  -0.615  1.036  0.0045
C  1.515  1.826  -0.634  -0.6052
C  1.622  -1.937  -0.389  -0.6380
N  -1.770  -0.230  0.615  -0.3575
H  -3.866  1.576  -0.993  0.2074
H  -4.616  -0.866  -0.904  0.2180
H  -1.577  1.878  0.340  0.2088
H  -2.859  -2.157  0.480  0.2124
H  0.916  0.401  2.297  0.2135
H  -0.223  1.416  1.434  0.2079
H  2.381  0.321  0.608  0.1970
H  0.164  -0.587  -1.427  0.2147
H  -0.415  -1.587  1.527  0.2052
H  0.599  1.820  -1.351  0.2063
H  2.404  1.622  -1.232  0.2114
H  1.509  2.797  -0.198  0.2107
H  1.573  -2.203  0.646  0.2034
H  2.667  -1.668  -0.779  0.2026
H  1.263  -2.686  -1.018  0.2145

The calculation puts the HOMO energy at -0.2923 Eh. The LUMO energy is 1.07 eV. The value obtained for the molar mass is 149.2 g/mol. Its spin multiplicity is 1. Its net charge is 0.

***

Which is the most stable structure? (b) is the most stable.

***

(a)
Here is the molecule C3H4N2O3 from the OMol25 dataset. Energies are from ωB97M-V/def2-TZVPD.

Last column: natural (NBO) charge in e.
Positions of all 12 atoms, in Å:
C  1.153  0.757  0.154  0.1966
C  -1.168  0.518  -0.079  0.5571
C  -2.381  -0.412  -0.019  0.3567
H  3.450  -1.182  -0.115  0.4879
H  0.882  1.798  0.316  0.2311
H  0.098  -1.082  -0.110  0.4534
H  -3.416  0.048  -0.197  0.1655
N  2.382  0.461  0.105  -0.1329
N  0.020  -0.085  -0.099  -0.6189
O  2.482  -0.982  -0.091  -0.6213
O  -1.402  1.745  -0.026  -0.5809
O  -2.101  -1.583  0.161  -0.4943

The calculation puts the HOMO energy at -0.3685 Eh. The LUMO energy is -0.59 eV. The value obtained for the molar mass is 116.1 g/mol. The SMILES is O=CC(=O)N/C=N\O. Its spin multiplicity is 1. Its net charge is 0.

***

(b)
Here is the molecule C3H4N2O3 from the OMol25 dataset. Energies are from ωB97M-V/def2-TZVPD.

Last column: natural (NBO) charge in e.
Positions of all 12 atoms, in Å:
O  -0.142  0.703  -2.912  -0.3298
O  0.621  -1.221  -2.275  -0.3695
N  -0.488  1.448  -0.333  0.0151
O  -0.598  1.525  1.052  -0.3191
C  -0.102  0.244  -0.697  0.2221
N  0.144  -0.107  -2.040  0.4822
C  -0.039  0.333  1.589  -0.0897
C  0.035  -0.706  0.442  -0.4865
H  -0.598  -0.030  2.409  0.2038
H  0.983  0.484  1.945  0.1846
H  0.973  -1.268  0.386  0.2528
H  -0.789  -1.406  0.434  0.2339

The calculation puts the HOMO energy at -0.3855 Eh. The LUMO energy is -1.18 eV. The value obtained for the molar mass is 116.1 g/mol. The SMILES is O=[N+]([O-])C1=NOCC1. Its spin multiplicity is 1. Its net charge is 0.

***

Which is the most stable structure? (a) is the most stable.

***

(a)
Here is a structure of composition C7H18N2O from the OMol25 dataset. Energies are from ωB97M-V/def2-TZVPD.

Last column: natural (NBO) charge in e.
Positions of all 28 atoms, in Å:
C  0.546  1.585  -0.739  0.2903
C  -0.532  -0.566  0.401  0.2486
C  0.493  -0.399  -0.569  -0.4240
C  0.291  -2.551  0.623  -0.3218
C  1.424  1.777  -1.954  -0.6421
C  -0.777  2.314  -0.848  -0.6664
C  -1.971  -0.628  -0.042  -0.6608
N  -0.341  -0.005  1.664  -0.8657
N  0.701  -2.542  2.020  -0.8777
O  1.269  1.984  0.392  -0.7607
H  0.743  1.739  1.170  0.4878
H  -1.135  -0.126  2.280  0.3740
H  0.502  -0.413  2.096  0.4071
H  0.236  -3.244  2.592  0.3701
H  1.702  -2.693  2.087  0.3645
H  1.516  -0.490  -0.229  0.2128
H  0.254  -0.735  -1.569  0.2158
H  -0.610  -3.141  0.442  0.1646
H  1.097  -2.964  0.010  0.1753
H  1.705  2.832  -2.061  0.2032
H  2.344  1.201  -1.861  0.2112
H  0.904  1.467  -2.860  0.2040
H  -1.350  2.235  0.077  0.2071
H  -1.370  1.935  -1.680  0.2086
H  -0.605  3.386  -1.013  0.2130
H  -2.058  -0.861  -1.101  0.2230
H  -2.486  -1.405  0.527  0.2159
H  -2.492  0.309  0.145  0.2222

The calculation puts the HOMO energy at -0.2347 Eh. The LUMO energy is 0.84 eV. The value obtained for the molar mass is 146.2 g/mol. Its spin multiplicity is 1. Its net charge is 0.

***

(b)
Here is a cluster of 2 separate species, C7H18N2O in total from the OMol25 dataset. Energies are from ωB97M-V/def2-TZVPD.

Last column: natural (NBO) charge in e.
Positions of all 28 atoms, in Å:
C  -2.059  -0.197  0.334  -0.0458
C  -1.981  1.719  -1.204  -0.4043
C  -1.988  -0.237  1.864  -0.6167
C  -1.422  -1.436  -0.298  -0.6236
N  -1.414  1.069  -0.041  -0.6735
H  -0.418  0.915  -0.209  0.3943
H  -3.113  -0.130  0.036  0.1805
H  -1.402  2.617  -1.417  0.1996
H  -1.976  1.099  -2.114  0.1518
H  -3.015  1.997  -0.989  0.1858
H  -2.673  -0.986  2.261  0.2021
H  -2.190  0.852  2.094  0.2331
H  -0.976  -0.458  2.209  0.1905
H  -1.432  -1.360  -1.385  0.2039
H  -0.394  -1.550  0.042  0.1996
H  -1.967  -2.331  -0.005  0.2069
C  1.919  0.866  1.519  -0.2617
C  3.218  -1.319  -1.144  -0.6938
C  2.361  -0.260  -0.498  0.5961
O  2.643  -0.123  0.800  -0.4980
N  1.445  0.425  -1.039  -0.7700
H  1.316  0.240  -2.027  0.3586
H  2.384  0.922  2.500  0.1943
H  1.982  1.828  1.007  0.1983
H  0.868  0.589  1.609  0.1916
H  4.048  -1.573  -0.490  0.2362
H  3.611  -0.962  -2.094  0.2289
H  2.625  -2.215  -1.322  0.2353

The calculation puts the HOMO energy at -0.3009 Eh. The LUMO energy is 0.87 eV. The value obtained for the molar mass is 146.2 g/mol. The SMILES is [H]/N=C(\C)OC.CNC(C)C. Its spin multiplicity is 1. Its net charge is 0.

***

(c)
Here is the molecule C7H18N2O from the OMol25 dataset. Energies are from ωB97M-V/def2-TZVPD.

Last column: natural (NBO) charge in e.
Positions of all 28 atoms, in Å:
C  -2.612  -0.811  -2.592  -0.2423
O  -1.251  -0.451  -2.535  -0.5507
C  -0.904  0.389  -1.458  -0.0507
C  0.554  0.191  -1.071  -0.0829
N  1.373  0.072  -2.293  -0.8236
C  1.065  1.347  -0.202  -0.3948
C  1.410  0.962  1.234  -0.3952
C  0.168  0.722  2.116  -0.4091
C  0.091  -0.620  2.832  -0.2107
N  0.297  -1.756  1.929  -0.8385
H  -2.759  -1.820  -2.198  0.1708
H  -2.934  -0.792  -3.632  0.1847
H  -3.240  -0.121  -2.024  0.1669
H  -1.076  1.439  -1.728  0.1614
H  -1.526  0.143  -0.590  0.1665
H  0.603  -0.728  -0.475  0.1773
H  1.350  -0.882  -2.628  0.3624
H  2.338  0.254  -2.043  0.3453
H  0.314  2.143  -0.169  0.1999
H  1.942  1.784  -0.683  0.2092
H  1.987  1.779  1.667  0.2076
H  2.056  0.083  1.210  0.1847
H  -0.735  0.878  1.522  0.1985
H  0.153  1.489  2.893  0.2084
H  0.789  -0.612  3.678  0.1586
H  -0.916  -0.725  3.237  0.1916
H  0.231  -2.620  2.453  0.3580
H  1.236  -1.739  1.551  0.3466

The calculation puts the HOMO energy at -0.3267 Eh. The LUMO energy is 1.06 eV. The value obtained for the molar mass is 146.2 g/mol. The SMILES is COC[C@@H](N)CCCCN. Its spin multiplicity is 1. Its net charge is 0.

***

Which is the most stable structure? (b) is the most stable.